A structure of composition C18H10Cl3F6IrN2O5S2, computed with wB97M-V/def2-TZVPD.

Last column: Löwdin spin population.
Element x y z (Å)
Ir  0.084  0.153  0.631  1.564
Cl  0.715  0.921  -4.371  0.028
C  1.179  1.975  -3.052  0.126
C  1.625  3.262  -3.223  0.074
C  1.872  4.073  -2.044  0.265
Cl  2.072  5.713  -2.325  0.104
C  1.960  3.580  -0.728  0.031
C  2.281  4.413  0.395  0.312
C  1.490  4.104  1.525  0.051
C  0.707  2.900  1.605  0.269
N  0.689  2.002  0.588  0.245
C  1.333  2.334  -0.614  0.127
C  1.115  1.440  -1.743  0.167
O  0.797  0.236  -1.418  0.402
H  1.726  3.697  -4.195  0.002
H  3.046  5.190  0.272  0.015
H  1.521  4.719  2.431  -0.002
H  0.292  2.563  2.509  0.020
F  4.495  -2.558  0.337  0.000
C  3.361  -2.833  1.013  0.000
F  2.500  -3.304  0.103  0.000
F  3.698  -3.873  1.834  0.000
S  2.732  -1.351  1.934  0.004
O  2.140  -0.538  0.807  0.018
O  3.819  -0.852  2.731  0.002
N  1.609  -2.171  2.821  0.008
S  0.034  -2.343  2.520  0.016
O  -0.262  -1.732  1.139  0.071
O  -0.837  -1.934  3.557  0.005
C  -0.396  -4.111  2.025  0.000
F  -1.148  -4.843  2.876  0.000
F  0.721  -4.781  1.775  0.000
F  -1.157  -3.924  0.887  0.001
Cl  -5.311  -3.023  -2.866  -0.001
C  -4.222  -1.925  -2.059  -0.003
C  -4.053  -2.312  -0.684  0.001
C  -3.250  -1.524  0.131  -0.002
C  -2.717  -0.276  -0.334  0.009
C  -1.929  0.503  0.527  0.041
C  -2.949  0.113  -1.671  -0.004
C  -3.793  -0.707  -2.597  0.002
H  -4.395  -3.314  -0.348  0.000
H  -2.822  -1.881  1.068  0.000
H  -2.046  0.156  1.597  0.020
H  -2.039  1.585  0.319  0.010
H  -2.436  1.008  -2.018  0.000
H  -3.853  -0.529  -3.670  0.000

Values from the calculation:
2S+1   5
Largest force on an atom   0.086 hartree/bohr
Charge   0
Expectation value of S²   6.0526

A structure of composition C18H10F2INO5RuS2, computed with wB97M-V/def2-TZVPD.

Last column: natural (NBO) charge in e.
Element x y z (Å)
Ru  -1.022  1.013  -0.577  0.971
F  -0.063  2.110  4.573  -0.314
C  -0.581  1.263  3.671  0.454
C  -0.514  1.589  2.330  -0.342
C  -1.055  0.704  1.413  -0.029
C  -1.658  -0.488  1.841  -0.190
C  -1.690  -0.763  3.204  0.446
F  -2.256  -1.903  3.650  -0.324
C  -1.157  0.094  4.140  -0.378
C  -2.222  -1.296  0.772  0.244
C  -2.917  -2.499  0.877  -0.236
C  -3.408  -3.097  -0.266  -0.121
C  -3.216  -2.501  -1.507  -0.260
C  -2.525  -1.312  -1.558  0.090
N  -2.041  -0.746  -0.449  -0.348
H  -0.055  2.519  2.022  0.253
H  -1.192  -0.137  5.194  0.249
H  -3.069  -2.946  1.846  0.249
H  -3.951  -4.030  -0.190  0.228
H  -3.599  -2.940  -2.416  0.236
H  -2.345  -0.773  -2.478  0.243
O  -3.201  3.918  -1.815  -0.876
S  -2.342  2.826  -1.532  2.124
O  -1.303  3.042  -0.416  -0.809
O  -3.003  1.600  -0.891  -0.828
S  -1.241  1.974  -2.953  -0.440
I  7.485  -0.389  -2.105  0.172
C  5.465  -0.077  -1.688  -0.122
C  4.551  -1.089  -1.951  -0.254
C  3.211  -0.879  -1.672  -0.133
C  2.799  0.335  -1.134  -0.189
C  3.720  1.344  -0.875  -0.129
C  5.061  1.139  -1.152  -0.252
C  1.379  0.564  -0.836  0.786
O  0.482  -0.314  -1.094  -0.576
O  0.946  1.625  -0.324  -0.542
H  4.881  -2.029  -2.369  0.232
H  2.480  -1.652  -1.867  0.237
H  3.380  2.283  -0.461  0.242
H  5.784  1.918  -0.956  0.234

Values from the calculation:
2S+1   1
Largest force on an atom   0.017 hartree/bohr
Charge   0

A structure of composition C18H10F5NOPtSe2Te2, computed with wB97M-V/def2-TZVPD.

Last column: natural (NBO) charge in e.
Element x y z (Å)
Pt  1.710  -1.573  -0.121  0.519
Se  2.568  -3.525  1.106  -0.457
Te  4.971  -3.652  0.311  -0.073
Te  4.571  -2.893  -2.299  -0.073
Se  2.071  -2.605  -2.166  -0.246
F  -4.546  -0.565  4.400  -0.330
C  -3.645  -1.113  3.543  0.165
C  -2.328  -0.682  3.517  0.251
F  -1.950  0.306  4.356  -0.323
C  -1.417  -1.247  2.655  0.245
F  -0.153  -0.772  2.668  -0.331
C  -1.728  -2.295  1.735  0.277
O  -0.884  -2.790  0.942  -0.735
C  -3.098  -2.687  1.807  0.203
F  -3.538  -3.662  0.979  -0.327
C  -4.011  -2.122  2.672  0.259
F  -5.292  -2.558  2.678  -0.327
C  3.935  3.271  -0.410  -0.281
C  2.626  3.462  0.018  -0.207
C  1.676  2.465  -0.139  -0.266
C  1.999  1.242  -0.745  0.160
C  3.322  1.060  -1.164  -0.195
C  4.270  2.056  -0.994  -0.227
N  1.064  0.207  -0.866  -0.699
C  -0.198  0.464  -1.369  0.274
C  -1.198  -0.520  -1.261  -0.300
C  -2.464  -0.314  -1.774  -0.186
C  -2.795  0.870  -2.429  -0.303
C  -1.810  1.836  -2.571  -0.214
C  -0.533  1.644  -2.062  -0.317
H  4.679  4.047  -0.276  0.189
H  2.342  4.392  0.500  0.190
H  0.668  2.615  0.226  0.217
H  3.600  0.113  -1.610  0.227
H  5.287  1.870  -1.323  0.197
H  -0.959  -1.450  -0.755  0.261
H  -3.205  -1.095  -1.648  0.203
H  -3.793  1.031  -2.820  0.187
H  -2.028  2.760  -3.097  0.185
H  0.214  2.410  -2.215  0.206

Values from the calculation:
2S+1   1
Largest force on an atom   0.009 hartree/bohr
Charge   -2

Sequential DFT total energy output: -4057.875458, -2511.596507, -6779.556165 Eh